{"formula": "C4H9O2", "method": "the ωB97M-V functional and the def2-TZVPD basis", "symbols": ["O", "O", "C", "C", "C", "C", "H", "H", "H", "H", "H", "H", "H", "H", "H"], "coordinates": [[-1.1665, -3.2216, -0.2810], [-0.5656, -2.1228, -2.2413], [-0.4736, 1.7057, 1.1528], [-0.4723, -2.5016, -1.0392], [0.6379, -1.6107, -0.1234], [0.2164, 1.8678, -0.1764], [-1.5519, 1.9195, 1.2236], [0.5075, 2.8801, -0.3493], [0.1141, 1.9502, 2.0242], [1.1251, -1.0527, -0.9121], [0.1274, -0.8897, 0.4181], [1.1927, -2.3206, 0.4015], [-0.2906, 1.5853, -1.1592], [1.2334, 1.2380, -0.1759], [-0.6340, 0.5732, 1.2376]], "multiplicity": 1, "homo_ha": -0.1271, "total_charge": -1, "gap_ev": 7.21, "e_tot_ha": -308.29667, "relative_energy_kj_mol": 126.59}

=====

{"formula": "C4H9O2", "method": "the ωB97M-V functional and the def2-TZVPD basis", "symbols": ["O", "O", "C", "C", "C", "C", "H", "H", "H", "H", "H", "H", "H", "H", "H"], "coordinates": [[-0.3796, -1.4270, 0.2574], [-0.3151, 0.7117, 1.2764], [-0.3471, -0.1547, 0.0236], [1.2977, -0.5522, -1.8743], [0.8998, 0.3732, -0.7343], [-1.3881, 0.3889, 2.1060], [0.5605, -0.5075, -2.6792], [1.6981, 0.4546, 0.0039], [-1.2420, -0.5745, 2.6061], [1.3325, -1.5728, -1.5000], [2.2691, -0.2767, -2.2909], [0.7015, 1.3800, -1.1097], [-1.2721, 0.2586, -0.4792], [-1.4872, 1.1776, 2.8589], [-2.3280, 0.3209, 1.5354]], "multiplicity": 1, "homo_ha": -0.1026, "total_charge": -1, "gap_ev": 7.28, "e_tot_ha": -308.28056, "relative_energy_kj_mol": 168.90}

=====

{"formula": "C4H9O2", "method": "the ωB97M-V functional and the def2-TZVPD basis", "symbols": ["O", "O", "C", "C", "C", "C", "H", "H", "H", "H", "H", "H", "H", "H", "H"], "coordinates": [[0.0790, -0.6580, 1.2725], [0.8079, -2.6121, 0.3941], [1.6643, -0.5455, -0.4799], [-1.5102, 1.7095, -1.2229], [-1.4834, 2.6126, 0.0007], [0.7533, -1.3696, 0.4944], [-2.4727, 2.7785, 0.4292], [-2.2707, 0.9332, -1.1914], [-0.8113, 2.2743, 0.7861], [2.0406, -1.1579, -1.3002], [2.4726, -0.1057, 0.1023], [1.0345, 0.2227, -0.9187], [-1.1319, 3.6146, -0.2706], [-0.5658, 1.1857, -1.3286], [-1.6564, 2.2991, -2.1313]], "multiplicity": 1, "homo_ha": -0.1409, "total_charge": -1, "gap_ev": 7.82, "e_tot_ha": -308.33686, "relative_energy_kj_mol": 21.08}

=====

{"formula": "C4H9O2", "method": "the ωB97M-V functional and the def2-TZVPD basis", "symbols": ["O", "O", "C", "C", "C", "C", "H", "H", "H", "H", "H", "H", "H", "H", "H"], "coordinates": [[2.7166, 0.6341, 1.0811], [1.9384, 2.0856, -0.4376], [2.1721, 0.9270, -0.0072], [-1.3844, 0.2634, 1.0289], [1.7564, -0.1755, -0.9668], [-1.9850, -0.8311, 0.0955], [-1.6113, 0.1068, 2.0846], [-1.2574, -1.0015, -0.6635], [-2.2588, -1.7580, 0.5940], [-2.8652, -0.4166, -0.4022], [-0.3091, 0.3702, 0.8949], [2.0699, -1.2087, -0.7875], [-1.8497, 1.2128, 0.7453], [0.7067, -0.2241, -1.2951], [2.1608, 0.0155, -1.9643]], "multiplicity": 1, "homo_ha": -0.1376, "total_charge": -1, "gap_ev": 7.65, "e_tot_ha": -308.32796, "relative_energy_kj_mol": 44.44}

=====

{"formula": "C4H9O2", "method": "the ωB97M-V functional and the def2-TZVPD basis", "symbols": ["O", "O", "C", "C", "C", "C", "H", "H", "H", "H", "H", "H", "H", "H", "H"], "coordinates": [[0.0652, -0.9648, -0.0979], [0.7044, 1.4593, -0.1957], [0.3833, 0.2044, -2.1843], [0.9450, 0.2861, -0.7780], [-0.2941, -0.1928, 2.1408], [-0.8818, -0.3966, 0.7690], [1.9913, -0.1095, -0.6080], [0.5469, 0.5312, 2.1203], [-1.7797, -1.0350, 0.7989], [-1.1276, 0.2303, 2.7984], [-1.2072, 0.5382, 0.3074], [0.7368, 1.0285, -2.8310], [0.1670, -1.1289, 2.5342], [0.4803, -0.7866, -2.6543], [-0.7299, 0.3363, -2.1199]], "multiplicity": 1, "homo_ha": -0.1112, "total_charge": -1, "gap_ev": 7.57, "e_tot_ha": -308.26812, "relative_energy_kj_mol": 201.54}

=====

{"formula": "C4H9O2", "method": "the ωB97M-V functional and the def2-TZVPD basis", "symbols": ["O", "O", "C", "C", "C", "C", "H", "H", "H", "H", "H", "H", "H", "H", "H"], "coordinates": [[1.8647, -0.5061, -0.6344], [2.5533, -2.8576, 0.2676], [-2.9075, 3.0351, 1.1039], [3.6631, -2.4945, 0.6924], [-3.8174, 2.1319, 0.8107], [1.8426, 0.6745, -0.9555], [-2.9255, 4.1183, 0.9291], [-4.7098, 2.4423, 0.1911], [1.0491, 1.0930, -1.6315], [4.3101, -3.3662, 0.8307], [-1.9619, 2.8961, 1.4998], [2.4109, 1.4063, -0.3151], [3.7492, -1.4547, 0.9756], [1.8831, -2.2032, 0.1729], [-3.6308, 1.0491, 0.9912]], "multiplicity": 3, "homo_ha": [-0.4196, -0.4468], "total_charge": 1, "gap_ev": [4.52, 4.89], "e_tot_ha": -307.74559, "relative_energy_kj_mol": 75.74}

=====

{"formula": "C4H9O2P", "method": "the ωB97M-V functional and the def2-TZVPD basis", "symbols": ["P", "O", "O", "C", "C", "C", "C", "H", "H", "H", "H", "H", "H", "H", "H", "H"], "coordinates": [[3.3518, -0.1029, 0.0604], [1.6997, -0.3104, 0.2612], [1.1167, 0.3958, -1.7558], [-1.0259, 0.4373, 1.2269], [0.8758, -0.0357, -0.7020], [-1.8127, -0.5004, -0.9816], [-0.8025, -0.4952, 0.0863], [-2.1598, 0.4899, -1.2276], [-1.3492, -0.9114, -1.9945], [-0.5626, 1.4628, 0.9978], [3.5155, 0.5366, 1.2944], [-0.5751, -1.5539, 0.2738], [3.1262, 1.3192, -0.3622], [-0.6054, 0.1072, 2.1375], [-2.0274, 0.3394, 1.4643], [-2.7651, -1.1786, -0.7788]], "multiplicity": 1, "homo_ha": -0.3423, "gap_ev": 10.00, "e_tot_ha": -649.57093, "relative_energy_kj_mol": 317.58}

=====

{"formula": "C4H9O2P", "method": "the ωB97M-V functional and the def2-TZVPD basis", "symbols": ["P", "O", "O", "C", "C", "C", "C", "H", "H", "H", "H", "H", "H", "H", "H", "H"], "coordinates": [[3.0021, 0.5289, -0.3292], [0.0753, -1.4133, 0.7150], [-0.6579, 0.8147, 0.5579], [0.4163, -0.1461, 0.1795], [-1.1080, -1.9097, 0.1632], [1.7487, 0.2994, 0.8323], [-1.1485, 1.3714, -0.6651], [-1.4720, 0.6722, -1.4709], [-2.1303, 1.8505, -0.4886], [-1.0145, -1.9301, -0.9978], [-1.8306, -1.1956, 0.5547], [-1.3952, -2.9707, 0.5422], [0.6619, -0.1082, -0.9505], [1.6089, 0.7559, 1.8261], [-0.5102, 2.1748, -1.0122], [3.7539, 1.2058, 0.5436]], "multiplicity": 1, "homo_ha": -0.3519, "gap_ev": 9.46, "e_tot_ha": -649.51755, "relative_energy_kj_mol": 457.73}